33
Properties=species:S:1:pos:R:3:forces:R:3:lowdin_charge:R:1 method="wB97M-V/def2-TZVPD" total_energy_ha=-840.745406 total_charge=0 e_above_lowest_kj_mol=353.7 gap_ev=10.3625 e_lumo_ev=-0.3 molar_mass_g_mol=198.16
O -0.327694 -0.613481 -0.426565 -1.60 -2.36 2.11 -0.05
H -0.228512 -0.906642 0.533133 0.12 1.05 -2.08 0.08
H 0.282307 0.049466 -0.649415 1.50 1.38 0.03 -0.03
O -1.481301 -3.784240 -0.963096 -0.43 1.24 0.10 -0.07
H -1.189584 -4.355683 -0.255305 0.01 0.00 0.34 0.02
H -1.726045 -2.912483 -0.559766 0.42 -1.22 -0.50 0.04
O 3.155441 1.843286 1.724062 -0.54 -1.84 2.14 -0.07
H 3.487247 1.403262 2.578626 -0.46 1.27 -2.14 0.09
H 3.855449 2.337639 1.333861 1.05 0.55 0.00 0.00
O -2.454399 -2.459752 3.794648 -0.90 -0.05 0.81 -0.05
H -3.044565 -2.755953 4.509941 -0.63 0.32 -0.73 0.06
H -1.667791 -2.739985 4.221708 1.90 -0.47 0.09 0.01
O -4.521437 0.153153 -1.329973 -0.74 1.79 1.94 -0.10
H -4.723332 0.779480 -0.544632 0.61 -1.64 -1.93 0.08
H -5.221256 0.391654 -1.951684 0.12 -0.15 -0.02 0.02
O 3.681847 1.194878 -3.456481 2.15 -0.74 -0.25 -0.06
H 2.815642 0.839879 -3.458662 -1.69 -0.18 -0.19 -0.03
H 4.190006 0.353278 -3.423264 -0.18 0.95 -0.11 0.07
O 0.715788 0.141436 -4.373012 0.21 -0.03 1.11 -0.06
H 0.734322 0.056408 -3.388648 -0.36 -0.01 -1.20 0.04
H -0.208964 0.248451 -4.625918 0.14 -0.04 0.25 0.04
O 3.744741 3.541921 -1.685828 -1.79 1.08 -0.43 -0.03
H 4.168251 2.990652 -1.073540 1.56 -1.13 1.13 -0.03
H 2.823679 3.438674 -1.381341 0.26 0.35 -0.57 0.06
O -4.438886 -0.789034 3.011179 -0.21 0.60 2.05 -0.06
H -4.038821 -0.124863 2.482860 0.54 0.64 -1.74 0.01
H -4.195053 -0.344492 3.859540 -0.58 -1.05 -0.39 0.06
O 2.677994 0.438573 -1.192114 -0.11 -0.58 2.36 -0.07
H 2.661417 0.148295 -0.240753 -0.36 0.08 -1.21 0.06
H 3.365999 1.104299 -1.108293 0.06 0.21 -0.86 0.00
O -0.863555 0.371578 4.188074 1.38 0.62 -0.21 -0.04
H -1.304104 -0.391418 4.506720 -1.33 -1.19 0.30 -0.02
H 0.055388 0.083539 4.307674 -0.13 0.55 -0.19 0.04